Molecular formula: C5H12N2P2S2
Method: DFT, the ωB97M-V functional and the def2-TZVPD basis

XYZ file:
```
23
C5H12N2P2S2 | the OMol25 dataset | the ωB97M-V functional and the def2-TZVPD basis
C -0.88712 -0.55769 0.17832
C -2.16916 1.36286 -0.42889
C 0.40416 -2.40797 0.98714
C 0.49804 2.18567 1.64807
C 1.03184 -0.63822 -2.59006
N -0.90745 0.71888 -0.09603
N 0.34439 -1.15809 0.27822
P 0.55002 1.72808 -0.13379
P 1.66169 -0.26674 -0.26940
S -2.32225 -1.31095 0.41854
S 3.33328 -0.62488 0.67276
H -2.77943 1.52594 0.55468
H -2.03379 2.29388 -1.03001
H -2.60221 0.63628 -1.14309
H 0.59451 -3.36874 0.31497
H 1.21168 -2.46709 1.84662
H -0.54567 -2.53555 1.48721
H -0.28060 2.92189 1.71815
H 1.47545 2.61020 1.88746
H 0.33152 1.35783 2.25482
H 0.49935 0.26098 -2.78774
H 1.98245 -0.59461 -3.13057
H 0.60931 -1.67193 -2.63739
```

The LUMO energy comes out at -0.2937 eV. Its total energy is -48606.788 eV. As for the orbital gap: 7.94 eV.

Mulliken population analysis, charges in e, atoms 1 to 6:
1 C 0.32
2 C -1.12
3 C -0.98
4 C -1.03
5 C -0.93
6 N 0.10



Molecular formula: C5H12N2S
Method: DFT, the ωB97M-V functional and the def2-TZVPD basis

XYZ file:
```
20
C5H12N2S | the OMol25 dataset | the ωB97M-V functional and the def2-TZVPD basis
C 0.01052 -1.44481 0.82077
C -1.07366 -1.83950 0.16303
C 0.54280 -0.14030 0.84921
C -1.39448 0.76654 -0.26711
C 1.25553 0.11722 -0.47490
N -2.42188 1.73847 0.27952
N 2.72761 -0.29082 -0.59894
S -2.25298 -0.77208 -0.53042
H 0.30992 -2.14136 1.46624
H -1.20636 -2.94687 0.25646
H 0.91001 0.50952 1.62406
H -0.90361 1.28280 -1.11053
H 1.32086 1.20925 -0.78146
H 0.62645 -0.47313 -1.21176
H -3.12829 1.94974 -0.42102
H -1.92268 2.41498 0.82241
H -2.96145 1.29094 0.94496
H 3.06586 -0.24601 -1.56227
H 2.94774 -1.14105 -0.14401
H 3.54807 0.15648 -0.12425
```

Its charge is +2. The LUMO energy (spin up / spin down) comes out at -8.4652 / -8.4648 eV. Its total energy is -19174.008 eV. As for the orbital gap (spin up / spin down): 8.31 / 8.31 eV.

Mulliken population analysis, charges in e, atoms 1 to 6:
1 C -0.32
2 C -0.27
3 C -0.31
4 C -0.43
5 C -0.57
6 N -0.26



Molecular formula: C5H12N3
Method: DFT, the ωB97M-V functional and the def2-TZVPD basis

XYZ file:
```
20
C5H12N3 | the OMol25 dataset | the ωB97M-V functional and the def2-TZVPD basis
C -0.66722 0.66653 -1.26619
C -1.18813 -0.10056 -0.04877
C 1.63683 1.22376 -0.83060
C 0.76704 -1.38717 -0.01902
C -0.85663 -1.66120 1.77192
N 0.38356 1.50649 -0.95111
N -0.33968 -1.13119 0.54072
N 2.53053 2.20289 -0.55243
H -0.26206 -0.07372 -1.94678
H -1.49004 1.15990 -1.69780
H -1.40416 0.67395 0.62921
H -2.09786 -0.62846 -0.26210
H 1.09533 -0.64947 -0.70838
H 1.49694 -2.12063 0.35196
H -1.93072 -1.27115 1.97029
H -0.62773 -2.71599 1.79873
H -0.26659 -1.16460 2.58342
H 0.07607 2.42824 -1.09162
H 3.58379 2.10017 -0.70744
H 2.13735 3.21529 -0.65663
```

Its charge is +1. The LUMO energy comes out at -4.0495 eV. Its total energy is -9840.584 eV. As for the orbital gap: 8.06 eV.

Mulliken population analysis, charges in e, atoms 1 to 6:
1 C -1.40
2 C -0.42
3 C -0.53
4 C -0.07
5 C -0.90
6 N 0.04



Molecular formula: C5H12N3
Method: DFT, the ωB97M-V functional and the def2-TZVPD basis

XYZ file:
```
20
C5H12N3 | the OMol25 dataset | the ωB97M-V functional and the def2-TZVPD basis
C -0.43208 -1.85157 1.12205
C -0.44859 -1.34695 -0.35868
C -1.43205 -0.18323 -0.58421
C -0.91153 1.31609 -0.76997
C 0.31187 1.55479 -0.04844
N 3.73388 -1.18573 -0.10044
N 2.94548 -0.54754 -0.53535
N 0.78501 2.54837 0.59139
H 0.60879 -2.03240 1.49257
H -0.96393 -1.07911 1.70441
H -0.97221 -2.84019 1.26054
H -0.86486 -2.31256 -0.93461
H 0.57762 -1.09522 -0.70583
H -1.87638 -0.29292 -1.50722
H -2.08326 -0.13312 0.19112
H -1.64226 2.09286 -0.73811
H -0.44560 1.21151 -1.77426
H 1.24047 0.16247 -0.16498
H 1.63213 2.60248 1.16686
H 0.23750 3.41197 0.69317
```

Its charge is +1. The LUMO energy comes out at -3.8744 eV. Its total energy is -9840.407 eV. As for the orbital gap: 11.00 eV.

Mulliken population analysis, charges in e, atoms 1 to 6:
1 C -0.97
2 C -0.24
3 C -0.91
4 C -0.56
5 C 0.21
6 N -0.21



Molecular formula: C5H12N3OS
Method: DFT, the ωB97M-V functional and the def2-TZVPD basis

XYZ file:
```
22
C5H12N3OS | the OMol25 dataset | the ωB97M-V functional and the def2-TZVPD basis
C -0.40301 0.30286 -0.22608
C -0.82341 3.49821 2.85602
C 0.27689 1.59213 -0.57636
C 1.54781 -1.14016 -0.79538
C -0.69468 -2.04852 -0.73667
N -0.51114 4.11401 3.81151
N 0.15632 -0.87628 -0.50459
N -1.59537 0.35689 0.38163
O -0.90797 2.90677 1.84739
S -2.62194 -0.88834 1.03237
H -0.49170 2.36768 -0.65842
H 0.94773 1.48245 -1.43029
H 0.89557 1.95144 0.23739
H 1.81020 -1.83845 0.08650
H 1.78844 -1.44559 -1.82495
H 2.11766 0.01483 -0.60644
H -0.90904 -2.59374 0.16298
H -1.63981 -1.70412 -1.17701
H -0.11990 -2.56585 -1.48825
H -0.48941 4.81560 4.48764
H -2.64094 -0.29620 2.25461
H -2.06726 1.20248 0.46537
```

Its charge is +1. The LUMO energy comes out at -2.8576 eV. Its total energy is -22724.893 eV. As for the orbital gap: 10.43 eV.

Mulliken population analysis, charges in e, atoms 1 to 6:
1 C 1.23
2 C 0.45
3 C -1.60
4 C -0.91
5 C -1.29
6 N -0.29



Molecular formula: C5H12N4
Method: DFT, the ωB97M-V functional and the def2-TZVPD basis

XYZ file:
```
21
C5H12N4 | the OMol25 dataset | the ωB97M-V functional and the def2-TZVPD basis
C -2.21720 -0.00778 1.34040
C -0.15998 1.06291 -1.66079
N -1.13481 0.63319 0.60499
C -0.65350 0.00915 -0.70833
N -0.86960 -1.22297 -0.96396
H -1.24966 1.63897 0.56303
H -1.73347 -1.51165 -1.40443
H -3.17085 0.45527 1.09285
H -2.33496 -1.06476 1.11000
H -2.03971 0.07484 2.41527
H 0.48662 1.78469 -1.15815
H 0.41565 0.60340 -2.46104
H -1.01020 1.64472 -2.01559
C 2.59190 -0.85015 -0.11838
N 1.23761 -0.50803 0.28320
C 0.93249 0.41030 1.33340
N 1.41046 1.12965 2.13173
H 0.68004 -1.36855 0.34500
H 2.80309 -0.37684 -1.07682
H 3.35852 -0.60296 0.61514
H 2.65756 -1.93340 -0.26751
```

The LUMO energy comes out at 0.7628 eV. Its total energy is -11336.114 eV. As for the orbital gap: 9.11 eV.

Mulliken population analysis, charges in e, atoms 1 to 6:
1 C -1.04
2 C -1.43
3 N -0.26
4 C 1.06
5 N -0.85
6 H 0.29



Molecular formula: C5H12N4
Method: DFT, the ωB97M-V functional and the def2-TZVPD basis

XYZ file:
```
21
C5H12N4 | the OMol25 dataset | the ωB97M-V functional and the def2-TZVPD basis
C 1.13982 0.97484 1.20134
C 2.46679 -1.20876 0.88470
C -0.98880 -0.39170 -0.04029
C -1.30926 0.12847 -1.26611
C 1.17034 -0.45566 0.70921
N -1.89206 -0.30537 1.00863
N -0.49579 -0.04216 -2.36074
N -2.45840 0.86341 -1.44438
N 0.19142 -1.07398 0.11690
H -2.83184 -0.32229 0.61244
H -1.74927 -1.12386 1.59476
H -0.27890 0.83659 -2.81249
H 0.35165 -0.53302 -2.07076
H -2.68194 1.39979 -0.60913
H -2.41557 1.42935 -2.28248
H 1.02344 1.65282 0.35125
H 0.31995 1.12023 1.90866
H 3.24512 -0.72695 0.28672
H 2.35880 -2.24798 0.56208
H 2.75796 -1.19109 1.93839
H 2.07654 1.21733 1.71127
```

The LUMO energy comes out at 0.8754 eV. Its total energy is -11339.213 eV. As for the orbital gap: 6.94 eV.

Mulliken population analysis, charges in e, atoms 1 to 6:
1 C -1.24
2 C -1.22
3 C 0.44
4 C 0.33
5 C 0.97
6 N -0.62



Molecular formula: C5H12N4
Method: DFT, the ωB97M-V functional and the def2-TZVPD basis

XYZ file:
```
21
C5H12N4 | the OMol25 dataset | the ωB97M-V functional and the def2-TZVPD basis
C -0.52242 0.47950 -0.59625
C -1.79690 0.68395 -1.12330
C 1.13698 1.93346 -1.81774
C -1.04752 -1.39515 1.21075
C 1.88781 -1.12269 1.73125
N 1.64794 0.47771 -0.03700
N 0.67874 0.94831 -0.80788
N -0.14869 -0.60436 0.55691
N 1.18183 -0.39875 0.79912
H -1.99446 -0.20318 -1.77705
H -2.67304 0.56745 -0.38987
H -1.91615 1.70918 -1.56835
H 2.03653 2.41423 -1.42740
H 1.42065 1.46488 -2.73702
H 0.46065 2.79612 -2.14476
H -1.08755 -2.33975 0.72125
H -0.79702 -1.37938 2.27077
H -2.06519 -1.12795 1.04319
H 1.34754 -1.58349 2.54117
H 2.53283 -1.83682 1.21785
H 2.74830 -0.55554 2.17740
```

Its charge is +2. The LUMO energy comes out at -9.8531 eV. Its total energy is -11318.233 eV. As for the orbital gap: 10.10 eV.

Mulliken population analysis, charges in e, atoms 1 to 6:
1 C 0.61
2 C -1.25
3 C -0.77
4 C -0.72
5 C -0.53
6 N -0.84



Molecular formula: C5H12N4O
Method: DFT, the ωB97M-V functional and the def2-TZVPD basis

XYZ file:
```
22
C5H12N4O | the OMol25 dataset | the ωB97M-V functional and the def2-TZVPD basis
C 1.70605 -1.82241 -0.81771
C 0.89136 -1.27181 0.11432
C -1.97838 0.61960 -1.01429
C -0.91215 1.64726 1.00665
C -0.93505 0.44884 0.15278
N 2.43073 0.99471 -0.19451
N 0.34145 -0.05074 -0.12189
N 0.43607 -2.04750 1.17425
N 1.19745 0.86295 -0.64858
O 2.81231 0.12104 0.56063
H 2.48423 -2.51195 -0.45921
H -1.71394 1.22233 -2.01597
H -2.43527 -0.37826 -1.26217
H -2.76907 1.21927 -0.46995
H -1.78876 1.89737 1.51464
H -0.71020 2.59125 0.38661
H -0.12396 1.54839 1.67629
H -1.41830 -0.37263 0.59427
H 0.02506 -2.99264 0.89323
H -0.04589 -1.83831 1.96335
H 1.59001 -1.39816 -1.73145
H 0.91626 1.51138 -1.30129
```

The LUMO energy comes out at 0.6786 eV. Its total energy is -13381.785 eV. As for the orbital gap: 7.98 eV.

Mulliken population analysis, charges in e, atoms 1 to 6:
1 C -1.06
2 C 0.50
3 C -1.11
4 C -1.41
5 C -0.18
6 N -0.33



Molecular formula: C5H12N5O2
Method: DFT, the ωB97M-V functional and the def2-TZVPD basis

XYZ file:
```
24
C5H12N5O2 | the OMol25 dataset | the ωB97M-V functional and the def2-TZVPD basis
C 0.94093 1.18750 0.59405
C -0.23643 0.13376 1.45810
C -1.72764 0.13595 -0.25566
C -0.60753 0.88719 -1.17882
C -0.53370 -2.05764 0.14041
N 4.13178 0.23810 0.34943
N -0.93896 -0.67175 0.60102
N 0.04122 1.78792 -0.33906
N -0.28711 2.93342 0.03059
N 3.11136 0.75569 0.68256
O 1.90686 0.41081 -0.02492
O 4.22456 -0.58976 -0.72060
H 1.35947 1.87592 1.18888
H 0.33963 -0.47694 2.15684
H -0.88081 0.95498 1.91644
H -2.36906 0.81179 0.35200
H -2.42540 -0.52796 -0.91637
H 0.16157 0.04547 -1.40593
H -1.07932 1.30292 -2.07562
H 0.45790 -2.45207 0.46154
H -1.35006 -2.88933 0.32284
H -0.41114 -1.76623 -0.94785
H -1.04419 3.38412 -0.51478
H 5.08250 -1.01473 -0.92333
```

Its charge is +1. The LUMO energy (spin up / spin down) comes out at -5.1171 / -5.1237 eV. Its total energy is -16910.921 eV. As for the orbital gap (spin up / spin down): 7.46 / 7.45 eV.

Mulliken population analysis, charges in e, atoms 1 to 6:
1 C 0.01
2 C -0.94
3 C -0.63
4 C -0.60
5 C -0.68
6 N -0.34



Molecular formula: C5H12NO
Method: DFT, the ωB97M-V functional and the def2-TZVPD basis

XYZ file:
```
19
C5H12NO | the OMol25 dataset | the ωB97M-V functional and the def2-TZVPD basis
C 2.49650 0.56325 -0.17637
C 1.27077 0.13602 0.68195
N 0.17286 -0.24499 -0.19959
C -0.35096 -1.61379 0.20382
C -0.93125 0.74879 -0.10030
C -2.42218 0.29287 -0.56404
O -3.02963 -0.52164 0.30370
H 2.32392 1.49647 -0.70703
H 3.36942 0.58969 0.48025
H 2.73761 -0.18355 -0.95318
H 0.96068 1.01421 1.25889
H 1.70442 -0.67176 1.27186
H -0.94299 -1.98402 -0.61934
H 0.53410 -2.25197 0.40006
H -0.96992 -1.44419 1.08742
H -0.64364 1.44642 -0.89738
H -1.14182 1.31382 0.81699
H -2.83161 1.33872 -0.66006
H -2.30629 -0.02434 -1.62766
```

Its charge is -1. The LUMO energy comes out at 3.9025 eV. Its total energy is -8915.526 eV. As for the orbital gap: 6.21 eV.

Mulliken population analysis, charges in e, atoms 1 to 6:
1 C -1.27
2 C -0.31
3 N -0.06
4 C -1.12
5 C -0.65
6 C -0.62



Molecular formula: C5H12NO
Method: DFT, the ωB97M-V functional and the def2-TZVPD basis

XYZ file:
```
19
C5H12NO | the OMol25 dataset | the ωB97M-V functional and the def2-TZVPD basis
C 0.38976 0.06490 -0.44250
C -0.92955 -0.32996 0.21205
C -1.95811 -0.72422 -0.83322
C -1.44591 0.79378 1.12118
N 1.49029 0.03621 0.47414
C 2.82941 0.21850 -0.17510
O 2.97013 1.36309 -0.80171
H 0.56404 -0.59948 -1.31706
H 0.31769 1.08593 -0.83681
H -0.76814 -1.20037 0.85779
H -2.09700 0.02465 -1.61241
H -2.93298 -0.91913 -0.37287
H -1.66996 -1.66900 -1.29878
H -1.95695 0.41336 2.01161
H -0.61086 1.39411 1.48383
H -2.15540 1.44206 0.60243
H 1.46650 -0.75609 1.10726
H 3.53914 0.04506 0.68278
H 2.95791 -0.68337 -0.86261
```

Its charge is -1. The LUMO energy comes out at 3.7378 eV. Its total energy is -8916.704 eV. As for the orbital gap: 5.94 eV.

Mulliken population analysis, charges in e, atoms 1 to 6:
1 C -0.88
2 C 1.02
3 C -1.70
4 C -1.45
5 N -0.20
6 C -0.44